# 1
Molecular formula: C8H12N2
Method: DFT, ωB97M-V/def2-TZVPD

The geometry in XYZ format:
```
22
C8H12N2 (ωB97M-V/def2-TZVPD)
N 1.298 -3.074 0.068
C 1.425 -1.935 0.065
C 1.598 -0.538 0.025
C 2.173 0.159 -0.968
C 2.103 1.624 -0.651
C 1.563 1.636 0.794
N 1.073 0.280 1.021
H 2.560 -0.233 -1.889
H 3.074 2.114 -0.737
H 1.417 2.126 -1.340
H 2.360 1.898 1.507
H 0.742 2.347 0.929
H 1.075 -0.062 1.972
C -1.612 -0.326 -1.070
C -2.504 -1.094 -0.478
C -3.145 -0.780 0.829
H -1.277 0.601 -0.633
H -1.166 -0.595 -2.013
H -2.817 -2.023 -0.937
H -2.930 -1.571 1.548
H -2.779 0.165 1.225
H -4.231 -0.718 0.734
```

Summary:
- HOMO energy (eV) = -8.355
- energy above the lowest of the compared OMol25 structures with the same formula, charge and spin (kJ/mol) = 210.6
- largest force on an atom (Eh/bohr) = 0.0256
- gap between HOMO and LUMO (eV) = 9.16
- molar mass (g/mol) = 136.20
- SMILES = N#CC1=CCCN1.C=CC

Results of the Mulliken charge analysis, in e, for atoms 1 through 8: -0.4700 0.0644 0.0040 -0.1799 -0.4768 -0.6670 -0.1669 0.4515



# 2
Molecular formula: C5H8O
Method: DFT, ωB97M-V/def2-TZVPD

The geometry in XYZ format:
```
14
C5H8O (ωB97M-V/def2-TZVPD)
C -1.989 -1.109 -1.740
C -1.289 -0.385 -0.702
C -0.290 -0.057 -0.098
C 0.266 0.923 0.824
C 1.602 0.567 1.434
O 2.555 0.306 0.430
H -1.226 -1.873 -1.691
H -2.946 -1.600 -1.546
H -2.058 -0.505 -2.660
H 0.329 1.854 0.255
H -0.522 1.035 1.575
H 1.962 1.418 2.019
H 1.485 -0.295 2.110
H 2.121 -0.278 -0.209
```

Summary:
- HOMO energy (eV) = -9.540
- energy above the lowest of the compared OMol25 structures with the same formula, charge and spin (kJ/mol) = 276.3
- largest force on an atom (Eh/bohr) = 0.0357
- gap between HOMO and LUMO (eV) = 10.14
- molar mass (g/mol) = 84.12
- SMILES = CC#CCCO

Results of the Mulliken charge analysis, in e, for atoms 1 through 8: -0.9878 0.0823 -0.1399 -0.2558 -0.4180 -0.4880 0.2711 0.3039



# 3
Molecular formula: C5H15N3
Method: DFT, ωB97M-V/def2-TZVPD

The geometry in XYZ format:
```
23
C5H15N3 (ωB97M-V/def2-TZVPD)
C -0.049 1.310 -1.720
C 0.393 0.722 -0.380
N 1.807 1.001 -0.164
C 0.125 -0.773 -0.197
C -1.002 -1.335 -1.064
N 1.326 -1.561 -0.248
H 0.208 2.367 -1.742
H -1.122 1.222 -1.867
H 0.469 0.823 -2.543
H -0.225 1.223 0.428
H 2.064 1.967 -0.331
H 2.077 0.775 0.786
H -0.285 -0.835 0.913
H -1.206 -2.368 -0.782
H -0.728 -1.315 -2.117
H -1.918 -0.769 -0.916
H 1.137 -2.555 -0.279
H 2.002 -1.222 -0.922
C -1.184 -0.096 2.510
N -0.944 1.150 2.365
H -0.674 -0.758 3.219
H -2.165 -0.442 2.198
H -0.106 1.468 2.852
```

Summary:
- HOMO energy (eV) = -8.583
- energy above the lowest of the compared OMol25 structures with the same formula, charge and spin (kJ/mol) = 191.8
- largest force on an atom (Eh/bohr) = 0.0424
- gap between HOMO and LUMO (eV) = 9.60
- molar mass (g/mol) = 117.20
- SMILES = C[C@H](N)[C@@H](C)N.C=N

Results of the Mulliken charge analysis, in e, for atoms 1 through 8: -1.7443 0.9289 -0.6951 1.0818 -1.7580 -0.5594 0.4645 0.3467



# 4
Molecular formula: H18O9
Method: DFT, ωB97M-V/def2-TZVPD

The geometry in XYZ format:
```
27
H18O9 (ωB97M-V/def2-TZVPD)
O -0.980 -1.636 -2.202
H -1.786 -1.111 -2.217
H -0.311 -1.065 -2.620
O -0.740 1.397 2.200
H -0.282 1.505 1.354
H -0.108 1.668 2.875
O 2.078 -2.592 2.084
H 2.703 -2.151 1.501
H 1.213 -2.444 1.679
O 0.185 0.406 -0.041
H -0.245 0.212 -0.881
H -0.172 -0.273 0.578
O 2.850 1.281 -0.594
H 3.338 0.455 -0.635
H 1.994 1.046 -0.199
O -0.612 2.528 -2.247
H -1.154 2.793 -1.497
H -0.149 3.328 -2.518
O 0.162 0.378 -3.883
H -0.125 1.115 -3.316
H 1.090 0.554 -4.069
O -2.252 -0.645 3.312
H -1.922 -0.722 4.212
H -1.704 0.047 2.880
O -0.723 -1.787 1.343
H -1.444 -1.665 2.001
H -0.903 -2.623 0.900
```

Summary:
- HOMO energy (eV) = -11.100
- energy above the lowest of the compared OMol25 structures with the same formula, charge and spin (kJ/mol) = 143.8
- largest force on an atom (Eh/bohr) = 0.0131
- gap between HOMO and LUMO (eV) = 11.22
- molar mass (g/mol) = 162.14
- SMILES = O.O.O.O.O.O.O.O.O

Results of the Mulliken charge analysis, in e, for atoms 1 through 8: -0.6341 0.3103 0.3587 -0.6931 0.3342 0.3239 -0.6405 0.3023